Entry 1:
Below is a cluster of 2 separate species, C2H5BrN in total, with properties calculated with ωB97M-V/def2-TZVPD.

⟨S²⟩: 2.005
2S+1: 3
Total charge: +1
Energy relative to the best compared isomer or geometry (same formula, charge and spin) in kcal per mole: 26.1
LUMO (alpha / beta) in eV: -3.67 / -6.70
Total energy in eV: -73674.00330

Bonds (Å) are listed after each position.
Atoms and positions in Å:
1 C -0.569 -0.055 -0.585  C2 1.449, N3 1.499, H5 1.043, H6 1.158
2 C 0.529 -0.227 0.346  C1 1.449, N3 1.585, Br4 1.826
3 N -0.446 1.018 0.455  C1 1.499, C2 1.585, H8 1.055, H9 1.005
4 Br 2.327 0.011 0.143  C2 1.826
5 H -0.245 0.178 -1.548  C1 1.043
6 H -1.407 -0.849 -0.493  C1 1.158
7 H 0.987 -3.003 0.297  no bonds
8 H -0.204 1.971 0.075  N3 1.055
9 H -0.972 0.956 1.309  N3 1.005

Listed below, in e, are the Mulliken charges computed for each atom: C -0.147; C -0.045; N -0.217; Br 0.164; H 0.324; H 0.252; H 0.042; H 0.323; H 0.304

---

Entry 2:
Below is a cluster of 3 separate species, C2H5BrO5 in total, with properties calculated with ωB97M-V/def2-TZVPD.

2S+1: 1
Total charge: 0
Energy relative to the best compared isomer or geometry (same formula, charge and spin) in kcal per mole: 40.1
LUMO in eV: 0.38
Total energy in eV: -82433.19405

Bonds (Å) are listed after each position.
Atoms and positions in Å:
1 C 0.733 0.372 0.069  O3 1.380, O4 1.209, O5 1.303
2 C -1.316 -0.619 0.864  O6 1.313, O7 1.383
3 O 1.282 0.101 1.306  C1 1.380, H9 0.916
4 O 0.952 -0.297 -0.914  C1 1.209
5 O 0.263 1.587 0.074  C1 1.303, H11 0.985
6 O -2.381 0.062 1.221  C2 1.313, H12 1.013
7 O -1.615 -1.734 0.101  C2 1.383, H13 0.932
8 Br 2.445 1.226 -3.295  H10 1.332
9 H 1.689 -0.703 1.144  O3 0.916
10 H 2.124 0.427 -2.278  Br8 1.332
11 H 0.018 1.964 0.950  O5 0.985
12 H -3.324 -0.277 1.072  O6 1.013
13 H -0.870 -2.109 -0.313  O7 0.932

Listed below, in e, are the Mulliken charges computed for each atom: C 0.721; C 0.171; O -0.383; O -0.654; O -0.482; O -0.324; O -0.436; Br -0.260; H 0.324; H 0.236; H 0.387; H 0.338; H 0.363